Below is a cluster of 8 separate species, C21H43Br14N2O3PS in total, with properties calculated with ωB97M-V/def2-TZVPD.

```
85
Properties=species:S:1:pos:R:3
C -5.641 0.356 0.199
C -4.747 1.551 -0.166
N -3.312 1.251 0.020
C -3.012 0.870 1.342
O -3.686 1.061 2.323
O -1.821 0.188 1.374
C -1.768 -0.960 2.221
P -0.835 -0.550 3.785
S -1.862 0.141 5.278
N -1.191 -2.014 1.427
C 0.234 -1.873 1.078
C -1.550 -3.347 1.688
C -2.375 -3.713 2.906
O -1.135 -4.228 0.953
H -6.357 0.623 0.979
H -5.050 -0.489 0.558
H -6.207 0.018 -0.674
H -4.856 1.774 -1.231
H -5.059 2.440 0.398
H -2.761 2.078 -0.198
H -2.783 -1.237 2.511
H 0.199 0.275 3.321
H -0.182 -1.759 4.065
H 0.858 -2.529 1.693
H 0.414 -2.111 0.029
H 0.539 -0.833 1.216
H -3.193 -4.362 2.577
H -2.793 -2.897 3.491
H -1.731 -4.308 3.561
Br 4.236 1.062 6.478
C 2.328 1.275 6.154
C 1.476 0.449 7.074
Br 1.465 -1.414 6.542
H 2.162 1.012 5.115
H 2.120 2.333 6.300
H 0.437 0.766 6.987
H 1.795 0.493 8.111
Br 0.894 -6.305 -0.948
C 2.276 -5.855 -2.235
C 3.093 -4.678 -1.775
Br 2.106 -3.008 -1.963
H 1.774 -5.664 -3.178
H 2.908 -6.735 -2.330
H 3.986 -4.566 -2.384
H 3.372 -4.751 -0.729
Br 0.714 2.705 -4.714
C 1.787 1.151 -4.239
C 0.934 -0.064 -3.987
Br 0.019 0.036 -2.277
H 2.368 1.431 -3.367
H 2.448 0.983 -5.085
H 1.556 -0.955 -3.945
H 0.167 -0.190 -4.744
Br 6.534 -3.128 -3.608
C 7.444 -4.598 -4.498
C 6.478 -5.660 -4.952
Br 5.838 -6.734 -3.463
H 8.174 -4.985 -3.795
H 7.954 -4.159 -5.352
H 6.967 -6.357 -5.630
H 5.603 -5.237 -5.434
Br 0.061 3.330 4.232
C 1.382 4.425 3.319
C 2.728 4.364 3.994
Br 2.755 5.353 5.666
H 0.978 5.432 3.291
H 1.455 4.032 2.307
H 3.490 4.814 3.363
H 3.018 3.346 4.239
Br 3.604 5.232 -1.595
C 1.812 5.611 -2.247
C 0.798 5.629 -1.135
Br 0.394 3.834 -0.506
H 1.589 4.852 -2.989
H 1.867 6.588 -2.722
H -0.143 6.041 -1.492
H 1.140 6.191 -0.272
Br -8.986 1.484 -3.039
C -7.507 2.598 -3.625
C -6.622 1.891 -4.617
Br -5.518 0.541 -3.762
H -6.965 2.884 -2.729
H -7.956 3.479 -4.078
H -5.933 2.596 -5.076
H -7.193 1.383 -5.387
```

Its HOMO energy is -8.587 eV. The value obtained for the largest force on an atom is 0.0243 hartree/bohr. As for the LUMO energy: 0.2 eV. The structure (SMILES) is CCNC(=O)O[C@H]([PH2]=S)N(C)C(C)=O.BrCCBr.BrCCBr.BrCCBr.BrCCBr.BrCCBr.BrCCBr.BrCCBr.